[1]
{
  "formula": "C6H21INbO7P2",
  "method": "ωB97M-V/def2-TZVPD",
  "e_homo_ha": -0.143,
  "lumo_energy_ev": 1.41,
  "multiplicity": 1,
  "e_tot_ev": -49120.23162,
  "charge": -1,
  "orbital_gap_ev": 5.31,
  "symbols": ["C", "C", "O", "C", "O", "Nb", "P", "O", "I", "H", "H", "H", "H", "H", "H", "H", "H", "H", "H", "H", "H", "C", "O", "P", "O", "O", "C", "O", "C", "H", "H", "H", "H", "H", "H", "H", "H", "H"],
  "coordinates": [[3.61408, -1.46338, 3.31175], [3.38892, -2.46500, 2.17920], [4.60506, -2.63049, 1.41655], [2.91169, -3.81090, 2.69649], [1.84218, -4.39365, 1.93862], [0.02390, -3.51947, 2.24604], [-2.09617, -2.13935, 2.77762], [-3.45086, -2.83444, 2.06951], [-1.72083, 0.09163, 1.74664], [4.28750, -0.68381, 2.96570], [4.04535, -1.94465, 4.18698], [2.64260, -1.03771, 3.54045], [2.67484, -1.99706, 1.50570], [4.35460, -2.53199, 0.49963], [3.76443, -4.49400, 2.64323], [2.59101, -3.80485, 3.73728], [0.79608, -2.36177, 3.46686], [-0.33547, -4.70975, 3.61848], [-0.88867, -4.49507, 0.99206], [0.45324, -2.33702, 0.89062], [-3.84552, -2.22889, 1.43762], [-1.93277, 3.59244, -0.25345], [-1.23271, 3.54745, -1.51935], [-2.08174, 2.96927, -2.81240], [-1.90160, 1.50756, -2.68922], [-1.09334, 3.67325, -3.89430], [0.15472, 4.28080, -3.58044], [-3.36307, 3.13877, -3.80643], [-3.32859, 2.36900, -5.00619], [-1.25123, 3.99070, 0.49278], [-2.79877, 4.25098, -0.32494], [-2.25168, 2.59564, 0.05424], [0.87191, 3.53455, -3.23834], [0.03651, 5.06262, -2.83520], [0.53657, 4.73269, -4.49512], [-3.40957, 1.30687, -4.78434], [-2.42225, 2.56626, -5.57539], [-4.19041, 2.67279, -5.59893]],
  "nbo_charge": [-0.63, 0.05, -0.74, -0.10, -0.78, 1.63, 0.34, -1.01, -0.24, 0.21, 0.19, 0.24, 0.20, 0.47, 0.18, 0.18, -0.41, -0.46, -0.38, -0.42, 0.49, -0.27, -0.74, 2.48, -1.07, -0.83, -0.24, -0.81, -0.24, 0.20, 0.17, 0.22, 0.19, 0.18, 0.18, 0.21, 0.19, 0.18]
}

---

[2]
{
  "formula": "C36H48N6O3",
  "method": "ωB97M-V/def2-TZVPD",
  "e_homo_ha": [-0.400, -0.400],
  "lumo_energy_ev": [-4.86, -9.04],
  "multiplicity": 2,
  "e_tot_ev": -53179.36802,
  "s_squared": 0.77,
  "charge": 1,
  "orbital_gap_ev": [6.03, 1.85],
  "symbols": ["C", "C", "C", "O", "C", "H", "H", "H", "H", "H", "H", "H", "H", "C", "C", "C", "O", "C", "H", "H", "H", "H", "H", "H", "H", "H", "C", "C", "O", "N", "C", "H", "H", "H", "H", "H", "H", "H", "N", "C", "C", "C", "C", "C", "H", "H", "H", "H", "H", "N", "C", "C", "C", "C", "C", "H", "H", "H", "H", "H", "N", "C", "C", "C", "C", "C", "H", "H", "H", "H", "H", "N", "C", "C", "C", "C", "C", "H", "H", "H", "H", "H", "N", "C", "C", "C", "C", "C", "H", "H", "H", "H", "H"],
  "coordinates": [[-5.14190, 1.17314, 1.88082], [-3.82787, 1.15865, 1.00050], [-4.24415, 0.14069, -0.06804], [-5.43669, -0.53795, 0.33145], [-5.46811, -0.32200, 1.74210], [-5.99881, 1.73470, 1.50871], [-5.05587, 1.50270, 2.91624], [-3.00405, 0.74855, 1.58467], [-3.38503, 2.07088, 0.60071], [-3.45758, -0.58255, -0.28328], [-4.31181, 0.56838, -1.06834], [-4.85587, -0.92823, 2.40973], [-6.47877, -0.53721, 2.08902], [-3.29326, -4.42153, -1.92789], [-4.47385, -5.31136, -1.78901], [-3.98806, -6.74028, -1.67428], [-2.63409, -6.65008, -2.25712], [-2.41206, -5.31646, -2.78187], [-2.84098, -4.12769, -0.98069], [-3.59353, -3.51425, -2.45210], [-5.24214, -5.13024, -2.54070], [-5.01200, -5.07117, -0.87205], [-4.62377, -7.47317, -2.17112], [-3.79766, -7.00694, -0.63470], [-2.59134, -5.17295, -3.84740], [-1.34231, -5.10861, -2.80473], [0.34897, 1.59893, -0.47781], [-0.05167, 0.39287, -1.31207], [-0.85469, 0.48678, -2.27944], [0.23237, -0.85378, -0.86546], [-0.33461, -2.10574, -1.53474], [0.22130, 1.40887, 0.58787], [-0.37287, 2.41314, -0.54197], [1.37506, 1.94743, -0.59520], [0.54154, -0.89836, 0.09502], [-0.02487, -2.29316, -2.56286], [-1.37964, -2.35865, -1.35571], [0.19432, -2.90697, -1.01863], [-2.37060, 6.27263, -2.96747], [-3.24883, 7.01589, -2.22898], [-3.70684, 6.72700, -0.94892], [-3.22489, 5.57703, -0.31648], [-2.35210, 4.78585, -1.09435], [-1.83836, 5.20783, -2.35834], [-3.73202, 7.82258, -2.76018], [-4.44068, 7.34076, -0.44775], [-3.45529, 5.30898, 0.70404], [-2.04429, 3.80697, -0.75752], [-1.27573, 4.62033, -3.06876], [3.34060, 3.07219, 2.75470], [4.33015, 3.79772, 3.34630], [4.14707, 4.99704, 3.93885], [2.88203, 5.61596, 3.80235], [1.87364, 4.92249, 3.08445], [2.13942, 3.66072, 2.55500], [5.33685, 3.41595, 3.26143], [5.00223, 5.53619, 4.31887], [2.82587, 6.60691, 4.22810], [0.91248, 5.36792, 2.87428], [1.29819, 3.07854, 2.20889], [1.20434, -0.69756, 2.26834], [2.08042, 0.13283, 2.91090], [2.23406, 0.07491, 4.21183], [1.38196, -0.75358, 4.98641], [0.42013, -1.54867, 4.31998], [0.30507, -1.51392, 2.94174], [2.69910, 0.67615, 2.21201], [2.93659, 0.66385, 4.78279], [1.52963, -0.65451, 6.05167], [-0.31161, -2.16529, 4.82071], [-0.41928, -2.06976, 2.36488], [5.63761, -3.08901, 1.36636], [5.98313, -4.09362, 0.47545], [5.00317, -4.51719, -0.44114], [3.65865, -4.25276, -0.31312], [3.28454, -3.37221, 0.74006], [4.25904, -2.74209, 1.43815], [7.03630, -4.30726, 0.36778], [5.41409, -5.26031, -1.10845], [2.86818, -4.72862, -0.87447], [2.24104, -3.09413, 0.75353], [4.05464, -1.92078, 2.10902], [3.10750, 1.58266, -4.45930], [4.48022, 1.41842, -4.34834], [5.04076, 0.27716, -3.88633], [4.12630, -0.74335, -3.44811], [2.73127, -0.52026, -3.47809], [2.25718, 0.62682, -4.07776], [5.14045, 2.16255, -4.76878], [6.10444, 0.09012, -3.88526], [4.51233, -1.67344, -3.05785], [2.03477, -1.24213, -3.07786], [1.18130, 0.72105, -4.07484]],
  "lowdin_charge": [-0.14, -0.15, -0.22, -0.11, -0.22, 0.11, 0.10, 0.10, 0.07, 0.11, 0.12, 0.12, 0.12, -0.19, -0.21, -0.15, -0.15, -0.20, 0.10, 0.12, 0.12, 0.11, 0.12, 0.12, 0.11, 0.11, 0.00, -0.52, -0.03, 0.04, -0.03, 0.05, 0.04, 0.09, 0.07, 0.08, 0.06, 0.07, 0.14, 0.00, 0.04, 0.03, 0.09, 0.01, 0.14, 0.14, 0.13, 0.10, 0.15, 0.06, -0.15, -0.08, -0.04, -0.07, -0.15, 0.11, 0.11, 0.10, 0.09, 0.08, 0.04, -0.19, -0.09, -0.02, -0.07, -0.11, 0.09, 0.11, 0.10, 0.10, 0.10, 0.06, -0.12, -0.10, -0.07, -0.09, -0.13, 0.10, 0.09, 0.10, 0.07, 0.08, 0.05, -0.15, -0.07, -0.04, -0.08, -0.17, 0.10, 0.10, 0.09, 0.08, 0.09]
}

---

[3]
{
  "formula": "C23H18F6NO4S2",
  "method": "ωB97M-V/def2-TZVPD",
  "e_homo_ha": -0.131,
  "lumo_energy_ev": 2.18,
  "multiplicity": 1,
  "e_tot_ev": -71798.61261,
  "charge": -1,
  "orbital_gap_ev": 5.74,
  "symbols": ["F", "C", "F", "F", "S", "C", "C", "C", "C", "C", "C", "F", "F", "F", "C", "C", "O", "O", "H", "H", "H", "H", "H", "C", "C", "C", "C", "C", "S", "N", "C", "C", "C", "C", "C", "C", "C", "O", "O", "C", "C", "H", "H", "H", "H", "H", "H", "H", "H", "H", "H", "H", "H", "H"],
  "coordinates": [[-3.06797, 3.15052, -0.10888], [-2.37873, 2.40630, -1.00558], [-2.66624, 2.82204, -2.25860], [-1.05286, 2.57812, -0.78459], [-2.93416, 0.63110, -0.76224], [-1.95461, -0.31793, -1.84114], [-2.29073, -1.64657, -2.24536], [-3.17117, -2.52390, -1.53447], [-3.33209, -3.84986, -1.92467], [-2.65628, -4.33626, -3.04840], [-2.73580, -5.80411, -3.40213], [-2.54492, -6.04640, -4.73755], [-1.77417, -6.51144, -2.71759], [-3.94841, -6.34309, -3.06480], [-1.89209, -3.48300, -3.84086], [-1.72291, -2.17143, -3.44557], [-2.57200, 0.37870, 0.60910], [-4.32633, 0.65466, -1.19541], [-1.36556, 0.27301, -2.54167], [-3.70757, -2.13697, -0.66958], [-3.99271, -4.52791, -1.37560], [-1.44613, -3.84778, -4.76131], [-1.13489, -1.48841, -4.04774], [2.46476, 6.62104, 3.76941], [2.01898, 5.20099, 3.52823], [2.62662, 4.14287, 4.21319], [2.19708, 2.83006, 4.02851], [1.17298, 2.54497, 3.12044], [0.48635, 0.88387, 2.99731], [1.07518, 0.18165, 1.50945], [0.70609, -0.91251, 0.93627], [1.65724, -1.56064, 0.01319], [1.58857, -2.92168, -0.37554], [2.50399, -3.42962, -1.31190], [3.50466, -2.60241, -1.84578], [3.65051, -1.28942, -1.37741], [2.74463, -0.78496, -0.43531], [1.06369, 0.11363, 4.07601], [-0.93440, 1.04969, 2.86595], [0.56761, 3.59415, 2.42523], [0.99181, 4.90527, 2.62233], [1.86814, 7.31287, 3.16401], [2.34758, 6.89627, 4.82718], [3.52415, 6.75983, 3.51214], [3.44047, 4.36655, 4.90643], [2.65457, 2.02578, 4.59300], [-0.24198, -1.46413, 1.14048], [0.80799, -3.56092, 0.04737], [2.42790, -4.46759, -1.64639], [4.19703, -2.99491, -2.59733], [4.44622, -0.64452, -1.75023], [2.82718, 0.22969, -0.05611], [-0.23673, 3.38866, 1.72631], [0.51945, 5.72612, 2.07823]],
  "nbo_charge": [-0.32, 0.73, -0.32, -0.33, 2.08, -0.84, 0.01, -0.23, -0.18, -0.27, 0.98, -0.34, -0.35, -0.34, -0.17, -0.27, -0.94, -0.94, 0.22, 0.21, 0.21, 0.21, 0.20, -0.63, 0.00, -0.23, -0.16, -0.35, 2.27, -0.71, 0.18, -0.03, -0.19, -0.22, -0.20, -0.23, -0.18, -0.93, -0.91, -0.10, -0.23, 0.22, 0.22, 0.22, 0.21, 0.24, 0.21, 0.22, 0.22, 0.21, 0.21, 0.23, 0.24, 0.21]
}

---

[4]
{
  "formula": "C20H29FO7",
  "method": "ωB97M-V/def2-TZVPD",
  "e_homo_ha": -0.340,
  "lumo_energy_ev": 0.37,
  "multiplicity": 1,
  "e_tot_ev": -38251.09946,
  "de_lowest_kj_mol": 715.3,
  "smiles": "CCOC(=O)CCC[C@@]1([C@H](C)F)OC(=O)O[C@H]1OC[C@@H](C)O.c1ccccc1",
  "orbital_gap_ev": 9.61,
  "symbols": ["C", "C", "O", "C", "O", "C", "C", "C", "C", "C", "C", "F", "O", "C", "O", "O", "C", "O", "C", "C", "C", "O", "H", "H", "H", "H", "H", "H", "H", "H", "H", "H", "H", "H", "H", "H", "H", "H", "H", "H", "H", "H", "H", "H", "H", "C", "C", "C", "C", "C", "C", "H", "H", "H", "H", "H", "H"],
  "coordinates": [[6.55662, -2.73399, 0.98537], [6.30396, -1.75246, -0.32922], [5.02630, -1.99273, -1.01755], [4.00728, -0.98728, -0.67857], [3.95990, -0.48070, 0.57653], [2.86095, -0.48294, -1.77330], [1.41105, -1.26999, -1.59439], [0.11193, -0.24283, -1.82196], [-0.85458, -0.15490, -0.46101], [-0.09402, 0.13322, 0.96927], [-0.94081, 1.10009, 2.00440], [1.25192, 0.78166, 0.81639], [-2.00873, 0.73157, -0.82740], [-3.31793, 0.25396, -0.30156], [-4.54830, 0.76772, -0.42362], [-2.88759, -0.95416, 0.47387], [-1.76503, -1.54572, -0.27473], [-2.24659, -2.23215, -1.48321], [-3.26632, -3.24924, -1.18428], [-2.74740, -4.50915, -0.27175], [-1.32609, -5.09400, -0.88760], [-2.71521, -4.25704, 1.17874], [5.63738, -2.61878, 1.72106], [6.72848, -3.84403, 0.64911], [7.50480, -2.38457, 1.62082], [7.17927, -2.03047, -1.09153], [6.49760, -0.64323, -0.01033], [3.27011, -0.76151, -2.84720], [2.71449, 0.68485, -1.70214], [1.37543, -2.18321, -2.34060], [1.42069, -1.71725, -0.49294], [0.50588, 0.83017, -2.12497], [-0.52661, -0.61884, -2.75304], [0.06436, -0.89298, 1.52330], [-0.19209, 1.43375, 2.83947], [-1.34977, 1.99761, 1.35769], [-1.86181, 0.47562, 2.41220], [-1.04486, -2.31064, 0.26802], [-3.58867, -3.71183, -2.23669], [-4.26198, -2.82514, -0.71637], [-3.54172, -5.38501, -0.43375], [-0.97687, -4.48922, -1.85199], [-0.43661, -5.06006, -0.12784], [-1.51306, -6.20357, -1.27160], [-1.79616, -4.46465, 1.56715], [-2.75157, 7.20911, 1.74769], [-3.39670, 6.04632, 1.32757], [-2.69531, 5.08038, 0.60658], [-1.34483, 5.27302, 0.31400], [-0.69879, 6.43416, 0.73742], [-1.40260, 7.40435, 1.45038], [-3.29940, 7.96325, 2.30662], [-4.44726, 5.89316, 1.56155], [-3.19998, 4.17754, 0.27357], [-0.79682, 4.51814, -0.24362], [0.35407, 6.58337, 0.51073], [-0.90038, 8.31131, 1.77530]],
  "nbo_charge": [-0.66, -0.09, -0.54, 0.78, -0.59, -0.49, -0.41, -0.43, 0.23, 0.18, -0.66, -0.38, -0.54, 0.99, -0.54, -0.55, 0.35, -0.56, -0.11, 0.07, -0.68, -0.74, 0.23, 0.22, 0.22, 0.19, 0.21, 0.23, 0.26, 0.23, 0.22, 0.24, 0.25, 0.19, 0.25, 0.24, 0.24, 0.20, 0.21, 0.22, 0.19, 0.23, 0.21, 0.23, 0.48, -0.21, -0.21, -0.22, -0.21, -0.22, -0.21, 0.21, 0.21, 0.22, 0.21, 0.21, 0.21]
}

---

[5]
{
  "formula": "C4H11NO2",
  "method": "ωB97M-V/def2-TZVPD",
  "e_homo_ha": -0.305,
  "lumo_energy_ev": 0.73,
  "multiplicity": 1,
  "e_tot_ev": -9909.06910,
  "de_lowest_kj_mol": 306.1,
  "smiles": "CC(C)=O.CNO",
  "orbital_gap_ev": 9.04,
  "symbols": ["C", "N", "O", "H", "H", "H", "H", "H", "C", "C", "C", "O", "H", "H", "H", "H", "H", "H"],
  "coordinates": [[-0.30792, 2.10530, -0.18456], [0.63208, 1.63723, 0.82372], [-0.04456, 1.79999, 2.09500], [0.36295, 1.11444, 2.66350], [0.97398, 0.65734, 0.78188], [-1.31782, 1.71864, -0.01194], [-0.35940, 3.19750, -0.18260], [0.02166, 1.78377, -1.17706], [-1.30362, -1.35406, -0.56014], [1.30018, -1.46037, -0.72758], [0.02146, -1.26485, 0.14566], [0.10528, -1.27665, 1.37095], [-1.69648, -2.36859, -0.47398], [-1.99961, -0.64903, -0.09654], [1.97215, -2.18500, -0.26126], [1.01244, -1.84710, -1.70725], [1.82237, -0.51159, -0.88159], [-1.19514, -1.09697, -1.61624]],
  "nbo_charge": [-0.44, -0.36, -0.60, 0.47, 0.35, 0.18, 0.20, 0.20, -0.73, -0.73, 0.60, -0.57, 0.25, 0.25, 0.24, 0.22, 0.24, 0.22]
}